Record 1
Formula: C9H15O2
Source: the Open Molecules 2025 dataset
Level of theory: wB97M-V/def2-TZVPD

The geometry in XYZ format:
```
26
Properties=species:S:1:pos:R:3:forces:R:3
C 0.33542 1.75247 1.08839 1.34 1.98 -0.68
C 0.97670 1.88569 -0.36485 2.43 -2.89 3.31
C -1.24385 0.12258 2.09772 3.92 0.51 -0.61
C 1.31244 -0.38624 -1.43506 0.33 -0.88 -0.97
C -0.76226 -1.27531 1.69641 1.00 2.13 -2.73
C 1.21094 -1.23453 -0.20428 -2.59 2.47 -1.18
C -0.91311 0.97746 0.84751 -2.77 3.11 1.54
C 0.40092 0.73381 -1.12055 -1.53 1.52 -2.51
C 0.07633 -0.95234 0.39003 -0.33 -2.42 2.90
O -1.49267 -1.77010 -2.68471 -2.34 -1.18 -0.41
O -0.61319 0.11967 -0.25211 -0.53 -1.51 0.11
H 1.03976 1.17777 1.71808 -0.34 0.46 -0.22
H 0.08300 2.75428 1.58663 0.55 -1.50 -0.73
H 0.81002 2.72724 -0.86607 -1.18 3.73 -1.66
H 2.11758 1.82224 -0.34316 -1.51 -0.15 0.28
H -2.24443 0.15708 2.38374 -1.38 0.20 0.89
H -0.42672 0.49383 2.78322 -1.94 -0.20 0.28
H 2.30449 -0.06301 -1.68535 0.55 0.36 0.23
H 0.98545 -0.91696 -2.32315 -0.26 -0.31 -0.04
H -0.36872 -1.91212 2.43546 1.04 -0.43 0.74
H -1.62971 -1.70777 1.35060 -1.85 -1.67 -1.03
H -2.50597 -1.96654 -2.69796 2.77 0.55 0.00
H 1.99611 -1.68611 0.21279 2.57 -2.49 1.34
H -1.74699 1.72364 0.52319 1.25 -1.67 0.35
H -0.28998 1.08635 -1.93594 1.19 -0.40 0.32
H -1.12120 -2.50738 -3.21827 -0.38 0.67 0.47
```
Positions in Å, forces in eV/Å.

Values from the calculation:
Largest force on an atom ... 5.02 eV Å⁻¹
Lowest unoccupied orbital energy ... -2.4489 eV
Total charge ... +1
Gap between HOMO and LUMO ... 11.41 eV

***

Record 2
Formula: C9H15O5Pr
Source: the Open Molecules 2025 dataset
Level of theory: wB97M-V/def2-TZVPD

The geometry in XYZ format:
```
30
Properties=species:S:1:pos:R:3:forces:R:3
C -2.06603 1.64786 -0.71454 -0.01 0.54 -0.75
O -1.74782 0.33980 -0.27407 -0.38 0.01 0.33
C -1.80849 -0.68440 -1.24476 3.18 -0.18 -2.29
C -1.86984 -1.96478 -0.44743 -0.76 -0.24 -0.38
O -0.82473 -1.86246 0.51286 0.49 -0.14 -0.01
C -0.50310 -2.96950 1.29643 -0.69 -0.26 0.37
C 0.47397 -2.50845 2.33099 0.98 -1.42 -0.70
O 0.96415 -1.39739 2.28404 0.54 -1.92 1.88
H -1.43462 1.91795 -1.57446 -0.18 -0.07 0.16
H -3.12547 1.68663 -1.00242 0.27 0.20 0.21
H -1.83263 2.32862 0.11075 -0.29 -0.02 -0.12
H -2.63612 -0.55370 -1.95203 0.00 -0.09 0.36
H -2.80969 -2.03847 0.12252 0.08 -0.09 -0.35
H -1.73978 -2.83328 -1.10779 0.02 0.14 0.25
H -1.40155 -3.36868 1.79999 0.22 -0.13 -0.08
H 0.89346 -3.28288 2.99778 -0.34 0.32 0.21
H -0.04227 -3.78160 0.70748 -0.02 0.09 0.21
O 1.09754 2.04545 1.87619 -0.39 -0.83 0.21
C 1.75610 3.02412 1.12328 0.61 1.30 -0.60
C 1.87142 2.64144 -0.32112 0.18 -0.62 -0.26
O 2.92304 1.84264 -0.72946 -0.94 0.95 0.02
C 2.60821 0.71780 -1.47487 0.24 -0.80 0.19
C 1.51659 -0.03439 -1.27532 0.09 -0.12 1.64
Pr 0.26768 0.27886 1.06241 0.80 3.66 -2.36
H 2.77192 3.23073 1.52573 -0.52 -0.20 -0.10
H 1.18347 3.97572 1.16454 0.30 -0.39 0.07
H 1.08848 2.81871 -1.06748 0.30 -0.05 0.24
H 3.45219 0.46807 -2.12968 -0.23 0.15 0.26
H 1.67718 -1.04890 -1.66969 -0.32 0.39 -0.64
H -0.70323 -0.63552 -1.92986 -3.21 -0.18 2.00
```
Positions in Å, forces in eV/Å.

Values from the calculation:
Largest force on an atom ... 4.43 eV Å⁻¹
Lowest unoccupied orbital energy (alpha / beta) ... -4.6484 / -4.6476 eV
Multiplicity ... 4
Total charge ... +1
Gap between HOMO and LUMO (alpha / beta) ... 5.21 / 6.64 eV